Record 1
Entry from the Open Molecules 2025 dataset: a 13-piece molecular cluster, H26O13 overall in a non-equilibrium geometry (wB97M-V/def2-TZVPD).

The value obtained for the molecular weight is 234.19 g mol⁻¹. The calculation puts the LUMO energy at -0.430 eV. As for the HOMO energy: -9.6 eV. The total energy is -993.58051 hartree. Its energy relative to the best compared isomer or geometry (same formula, charge and spin) is 5.244 eV.

Positions of all 39 atoms, in Å:
O: 0.25 1.66 1.57
O: 3.07 1.81 -1.05
O: 1.82 4.86 1.61
O: -3.22 2.09 -1.59
O: 0.44 -2.45 -1.68
O: -2.70 -3.30 -1.24
O: 2.47 -3.80 0.93
O: -1.45 0.35 -1.37
O: 1.71 2.33 3.31
O: -2.83 -1.16 1.90
O: 0.49 0.09 -0.59
O: 3.52 -1.86 2.03
O: -1.88 -1.00 -4.43
H: -3.42 -2.81 -1.64
H: 1.85 5.29 0.75
H: -0.40 0.96 1.67
H: -3.57 2.98 -1.42
H: -0.01 -1.70 -1.27
H: 0.71 0.56 0.23
H: 1.33 0.07 -1.07
H: 2.74 2.32 -0.29
H: -2.03 -0.26 -0.91
H: -1.77 1.22 -1.11
H: 2.09 -3.71 1.82
H: 1.03 4.31 1.57
H: 2.36 1.90 -1.70
H: 4.31 -2.10 2.53
H: -1.15 -1.60 -4.21
H: -0.15 2.27 0.94
H: 1.09 2.42 4.04
H: 0.58 -3.07 -0.95
H: -2.13 -1.12 1.23
H: 2.79 -2.21 2.55
H: -2.67 -1.47 -4.14
H: 1.26 2.76 2.57
H: 2.21 -2.99 0.48
H: -1.94 -3.12 -1.80
H: -2.77 -2.06 2.24
H: -4.00 1.52 -1.54

Löwdin population analysis, charges in e, atoms 1 to 5:
1. O -0.0456
2. O -0.0422
3. O -0.0373
4. O -0.0442
5. O -0.0503

Record 2
Entry from the Open Molecules 2025 dataset: C25H53ClO3P2RuSSi2 as an isolated structure in a non-equilibrium geometry (wB97M-V/def2-TZVPD).

The value obtained for the molecular weight is 688.41 g mol⁻¹. The spin multiplicity is 5. The expectation value of S² is 6.019. The calculation puts the LUMO energy (alpha / beta) at 0.514 / -1.100 eV. As for the HOMO energy (alpha / beta): -6.2 / -8.4 eV. The total energy is -3425.08446 hartree. Its energy relative to the best compared isomer or geometry (same formula, charge and spin) is 0.075 eV.

Positions of all 88 atoms, in Å:
Ru: 0.26 0.17 -0.36
Cl: -0.80 4.33 2.21
S: -0.94 -2.67 1.79
P: -1.96 0.59 -1.01
P: 1.74 0.71 1.38
Si: -1.34 -1.89 -2.82
Si: 3.31 -1.72 0.33
O: 0.13 -2.54 2.78
O: -2.17 -1.93 2.08
O: -0.46 -2.44 0.39
C: -0.27 0.65 3.29
C: 2.30 -1.12 -1.13
C: 2.62 -0.81 1.83
C: -3.43 1.22 -0.02
C: 1.32 -1.96 -1.72
C: 2.66 3.13 0.23
C: 1.08 1.32 3.01
C: 3.03 -3.54 0.64
C: 0.86 0.18 -2.46
C: -4.75 0.50 -0.34
C: -2.08 1.56 -2.63
C: 2.06 0.23 -1.66
C: -1.37 2.91 -2.54
C: 3.16 1.85 0.90
C: 4.13 2.21 2.03
C: 5.11 -1.32 0.04
C: -1.40 -3.72 -2.48
C: -3.23 1.14 1.49
C: 1.98 1.09 4.22
C: -1.78 -1.52 -4.59
C: -1.39 -4.41 1.77
C: 0.36 -1.20 -2.43
C: -0.70 3.23 0.80
C: -3.50 1.73 -3.16
C: -2.50 -1.06 -1.58
H: -4.00 0.78 -3.39
H: -0.01 3.66 0.08
H: 1.48 1.52 5.10
H: -2.97 0.11 1.80
H: 4.98 2.75 1.60
H: -0.64 -4.24 -3.07
H: -3.51 -1.03 -2.02
H: 2.18 -3.69 1.31
H: 5.72 -1.98 0.68
H: -0.85 1.27 3.99
H: -1.92 3.60 -1.89
H: 3.72 1.26 0.15
H: -0.87 0.52 2.37
H: 3.44 -0.60 2.54
H: 0.92 2.40 2.85
H: 2.96 1.57 4.14
H: -1.53 0.93 -3.35
H: -2.46 1.83 1.85
H: 1.89 -1.48 2.34
H: -1.32 3.35 -3.54
H: -1.71 3.17 0.37
H: 5.36 -1.53 -1.01
H: -2.14 -0.50 -4.77
H: -4.70 -0.55 -0.05
H: 3.93 -3.96 1.11
H: -0.36 2.22 1.09
H: -2.25 -4.55 1.11
H: -3.52 2.28 -0.30
H: -0.90 -1.70 -5.21
H: -5.54 0.98 0.25
H: -3.46 2.30 -4.10
H: -2.57 -2.23 -4.90
H: -0.34 2.81 -2.17
H: 2.84 -4.06 -0.30
H: 2.11 3.76 0.94
H: -4.17 1.41 1.99
H: -4.13 2.30 -2.46
H: 2.01 2.92 -0.63
H: -5.04 0.57 -1.39
H: -1.21 -3.91 -1.41
H: 4.54 1.33 2.55
H: 3.52 3.71 -0.13
H: -1.64 -4.71 2.79
H: -0.14 -0.35 3.71
H: 5.36 -0.28 0.27
H: 2.12 0.02 4.40
H: -2.39 -4.12 -2.75
H: 3.66 2.88 2.76
H: 2.74 1.06 -1.59
H: 0.51 0.97 -3.11
H: 1.28 -3.04 -1.60
H: -0.52 -4.98 1.40
H: -2.55 -1.69 -0.67

Löwdin population analysis, charges in e, atoms 1 to 5:
1. Ru 0.9352
2. Cl 0.5332
3. S 0.4051
4. P 0.9364
5. P 0.9200

Record 3
Entry from the Open Molecules 2025 dataset: a 2-piece molecular cluster, C10H16O overall in a non-equilibrium geometry (wB97M-V/def2-TZVPD).

The value obtained for the molecular weight is 152.24 g mol⁻¹. The calculation puts the LUMO energy at 0.776 eV. As for the HOMO energy: -8.4 eV. The total energy is -465.84712 hartree. As for the SMILES: Cc1ccc(O)cc1.CCC. Its energy relative to the best compared isomer or geometry (same formula, charge and spin) is 1.379 eV.

Positions of all 27 atoms, in Å:
O: -2.44 -2.07 -1.31
C: -1.47 -1.88 -0.35
C: 2.26 2.89 -1.78
C: 0.37 -1.36 1.63
C: -0.09 4.03 -1.56
C: 1.38 -0.86 2.63
C: -1.00 -1.28 1.90
C: 1.32 3.82 -1.01
C: -0.14 -2.17 -0.58
C: 0.80 -1.86 0.41
C: -1.94 -1.55 0.92
H: -0.81 4.33 -0.81
H: 1.80 4.80 -0.84
H: 0.09 -2.28 -1.63
H: 1.01 -1.01 3.64
H: 1.30 3.50 0.04
H: 2.95 3.43 -2.44
H: 2.85 2.30 -1.09
H: -2.99 -1.55 1.17
H: 1.48 0.21 2.48
H: -0.04 4.70 -2.43
H: 2.33 -1.41 2.66
H: -1.27 -1.05 2.92
H: -2.04 -2.21 -2.18
H: -0.43 3.08 -1.95
H: 1.73 2.37 -2.58
H: 1.86 -1.90 0.15

Löwdin population analysis, charges in e, atoms 1 to 5:
1. O 0.0319
2. C -0.3202
3. C -0.1207
4. C -0.2942
5. C -0.1210

Record 4
Entry from the Open Molecules 2025 dataset: C9H20F3HgN2O9S as an isolated structure in a non-equilibrium geometry (wB97M-V/def2-TZVPD).

The value obtained for the molecular weight is 589.92 g mol⁻¹. Its total charge is -3. The calculation puts the LUMO energy at 5.781 eV. As for the HOMO energy: 4.4 eV. The total energy is -1992.43456 hartree. Its energy relative to the best compared isomer or geometry (same formula, charge and spin) is 0.000 eV.

Positions of all 45 atoms, in Å:
Hg: -9.08 18.98 30.97
S: -11.78 16.48 29.91
F: -12.76 18.30 28.18
F: -13.21 16.19 27.65
F: -11.25 17.03 27.34
O: -10.79 17.47 30.28
O: -11.14 20.35 30.39
O: -7.08 17.88 31.03
O: -8.22 21.04 31.40
O: -8.65 19.46 28.65
O: -11.20 15.19 29.61
O: -8.25 16.13 34.14
O: -13.02 16.51 30.65
O: -9.18 19.02 33.35
N: -12.42 21.79 29.20
N: -7.82 19.03 26.62
C: -11.29 22.56 28.75
C: -13.69 22.21 28.70
C: -12.31 17.02 28.19
C: -6.97 17.94 27.04
C: -9.26 16.79 34.74
C: -7.64 19.55 25.28
C: -8.58 19.74 27.49
C: -12.21 20.66 29.96
C: -9.91 18.03 33.98
H: -8.58 19.85 24.84
H: -7.15 18.82 24.64
H: -6.84 17.86 28.11
H: -7.84 21.69 30.79
H: -6.92 20.38 25.28
H: -11.30 23.55 29.22
H: -10.07 16.11 35.11
H: -7.39 16.98 26.72
H: -10.61 17.55 33.27
H: -10.38 22.10 29.15
H: -13.17 20.17 30.18
H: -11.19 22.67 27.67
H: -13.77 22.04 27.62
H: -5.98 18.04 26.59
H: -13.99 23.23 28.96
H: -6.83 17.72 30.11
H: -14.44 21.54 29.14
H: -8.76 17.19 35.68
H: -10.47 18.55 34.81
H: -9.08 20.63 27.08

Löwdin population analysis, charges in e, atoms 1 to 5:
1. Hg 1.1091
2. S 0.4541
3. F 0.0799
4. F 0.0898
5. F 0.0744

Record 5
Entry from the Open Molecules 2025 dataset: one molecule with the formula C4H7N3O in a non-equilibrium geometry (wB97M-V/def2-TZVPD).

The value obtained for the molecular weight is 113.12 g mol⁻¹. The calculation puts the LUMO energy at -0.135 eV. As for the HOMO energy: -9.5 eV. The total energy is -395.85197 hartree. As for the SMILES: CN/N=C(\C#N)OC. Its energy relative to the best compared isomer or geometry (same formula, charge and spin) is 8.067 eV.

Positions of all 15 atoms, in Å:
O: 1.24 -1.55 -0.40
N: -0.71 1.43 0.00
N: -1.79 -2.35 -1.07
N: 0.36 0.48 0.17
C: 2.39 -0.81 -0.39
C: 0.21 -0.73 -0.25
C: -0.99 -1.44 -0.76
C: -2.03 1.21 0.60
H: -0.19 1.89 1.03
H: 2.71 -0.02 -1.28
H: -2.47 0.02 0.36
H: 2.50 0.08 0.47
H: -2.68 2.19 0.10
H: 3.24 -1.35 -0.38
H: -1.79 0.94 1.80

Löwdin population analysis, charges in e, atoms 1 to 5:
1. O -0.0261
2. N -0.1663
3. N 0.1552
4. N 0.0043
5. C -0.1564

Record 6
Entry from the Open Molecules 2025 dataset: a 2-piece molecular cluster, CO4P overall in a non-equilibrium geometry (wB97M-V/def2-TZVPD).

The value obtained for the molecular weight is 106.98 g mol⁻¹. Its total charge is -1. The calculation puts the LUMO energy at 4.312 eV. As for the HOMO energy: -4.9 eV. The total energy is -680.56879 hartree. Its energy relative to the best compared isomer or geometry (same formula, charge and spin) is 0.442 eV.

Positions of all 6 atoms, in Å:
P: -1.06 -0.40 1.67
O: 1.47 -0.44 -1.11
O: -1.91 -0.81 0.54
O: -0.07 1.14 -0.76
O: 0.42 -0.30 1.26
C: 0.62 0.22 -0.61

Löwdin population analysis, charges in e, atoms 1 to 5:
1. P 0.5295
2. O 0.0807
3. O -0.5417
4. O 0.0900
5. O -0.5106